1.
# C31H47NO2P2S2Ti

A molecular structure, C31H47NO2P2S2Ti (the ωB97M-V functional and the def2-TZVPD basis, OMol25).

Calculated values
Total energy = -101853.307 eV
Net charge = +1
Highest occupied orbital energy (spin up / spin down) = -11.17 / -11.37 eV
Lowest unoccupied orbital energy (spin up / spin down) = -3.46 / -3.22 eV
2S+1 = 2
Frontier orbital gap (spin up / spin down) = 0.284 / 0.299 hartree
M = 639.67 g mol⁻¹

Each line ends with the Löwdin charge.
Element x y z (Å)
Ti (0.2011, -0.6461, 1.3122)  0.506
C (-0.4611, -2.6075, 2.0557)  -0.291
C (0.9171, -2.7380, 1.6351)  -0.286
C (0.8349, -1.1591, 3.3689)  -0.275
C (-0.5140, -1.6300, 3.1297)  -0.294
C (1.7158, -1.8435, 2.4443)  -0.288
C (-1.6181, -3.4065, 1.5645)  -0.024
H (-1.3934, -3.8801, 0.6029)  0.068
H (-2.5182, -2.7878, 1.4456)  0.082
H (-1.8746, -4.2075, 2.2755)  0.106
C (-1.7237, -1.2673, 3.9147)  -0.017
H (-2.6381, -1.4944, 3.3555)  0.088
H (-1.7340, -0.1981, 4.1512)  0.048
H (-1.7633, -1.8173, 4.8677)  0.110
C (1.2760, -0.2469, 4.4571)  0.002
H (1.3955, -0.7830, 5.4124)  0.115
H (0.5521, 0.5554, 4.6316)  0.065
H (2.2322, 0.2308, 4.2157)  0.088
C (3.2016, -1.7623, 2.4540)  -0.024
H (3.6228, -2.3919, 3.2549)  0.109
H (3.5542, -0.7378, 2.6346)  0.076
H (3.6225, -2.1167, 1.5061)  0.074
C (1.4545, -3.7143, 0.6498)  -0.018
H (1.8390, -4.6084, 1.1625)  0.108
H (2.2862, -3.2891, 0.0757)  0.079
H (0.6840, -4.0416, -0.0541)  0.069
C (-1.8403, 0.3122, -5.8175)  -0.109
C (-1.7366, -1.0236, -5.8808)  -0.127
C (-0.7723, -1.8266, -6.7040)  -0.186
C (0.5432, -1.1180, -7.1094)  -0.198
C (1.3477, -0.5714, -5.9626)  -0.101
C (1.2291, 0.6201, -5.3672)  -0.138
C (0.2926, 1.7363, -5.7270)  -0.185
C (-0.9823, 1.3338, -6.5074)  -0.197
H (-1.2639, -2.1698, -7.6330)  0.123
H (0.3219, -0.3560, -7.8659)  0.098
H (-0.5238, -2.7455, -6.1485)  0.108
H (-0.7013, 1.0314, -7.5232)  0.099
H (-2.6796, 0.7410, -5.2557)  0.101
H (-2.4937, -1.6280, -5.3705)  0.097
H (-1.5864, 2.2496, -6.6219)  0.115
H (-0.0043, 2.2553, -4.8003)  0.099
H (1.9509, 0.8823, -4.5838)  0.093
H (0.8267, 2.4920, -6.3315)  0.123
H (1.1658, -1.8745, -7.6156)  0.114
H (2.1578, -1.2378, -5.6357)  0.105
P (-0.8672, -0.6027, -1.0054)  0.820
P (1.8796, 0.7834, 0.1164)  0.795
C (0.0227, 0.6533, -2.0385)  -0.370
C (0.9271, 1.5969, -1.2404)  -0.389
H (-0.7471, 1.2220, -2.5755)  0.088
H (0.5894, 0.1080, -2.8043)  0.066
H (1.6696, 2.0760, -1.8889)  0.089
H (0.3415, 2.3905, -0.7624)  0.072
C (2.6454, 2.0614, 1.1440)  -0.231
H (3.3736, 1.6018, 1.8268)  0.053
H (1.8899, 2.5636, 1.7748)  0.005
H (3.1615, 2.7916, 0.5038)  0.065
C (3.2368, -0.0496, -0.7664)  -0.235
H (3.6701, 0.6253, -1.5187)  0.058
H (2.8592, -0.9516, -1.2655)  0.043
H (4.0121, -0.3547, -0.0520)  0.044
C (-2.6117, -0.0605, -0.9649)  -0.260
H (-3.1754, -0.6855, -0.2601)  0.048
H (-3.0651, -0.1496, -1.9614)  0.058
H (-2.6806, 0.9740, -0.6069)  0.022
C (-0.9064, -2.1480, -1.9663)  -0.231
H (0.0873, -2.6140, -1.9545)  0.044
H (-1.2122, -1.9615, -3.0069)  0.043
H (-1.6119, -2.8462, -1.4944)  0.048
O (0.9181, 5.1533, 4.5572)  -0.263
S (0.7882, 3.7221, 4.6747)  0.677
O (1.7481, 2.9701, 5.4578)  -0.279
N (0.5076, 2.9705, 3.1964)  -0.098
C (-0.6769, 2.3958, 3.0877)  -0.684
S (-1.1122, 1.4553, 1.6882)  0.713
C (-1.5602, 2.6164, 4.2426)  -0.228
C (-2.8356, 2.1202, 4.5649)  -0.029
C (-3.3676, 2.3447, 5.8408)  -0.046
C (-2.6205, 3.0523, 6.7929)  -0.040
C (-1.3400, 3.5280, 6.4891)  -0.018
C (-0.8421, 3.3095, 5.2156)  -0.230
H (-3.4022, 1.5651, 3.8161)  0.112
H (-4.3607, 1.9652, 6.0989)  0.116
H (-3.0257, 3.2358, 7.7851)  0.115
H (-0.7085, 4.0576, 7.1971)  0.130

***

2.
# C31H49ClFPW

A molecular structure, C31H49ClFPW (the ωB97M-V functional and the def2-TZVPD basis, OMol25).

Calculated values
Total energy = -59288.708 eV
Highest occupied orbital energy (spin up / spin down) = -5.99 / -6.03 eV
Lowest unoccupied orbital energy (spin up / spin down) = -0.92 / -0.51 eV
2S+1 = 3
Frontier orbital gap (spin up / spin down) = 0.186 / 0.203 hartree
M = 691.00 g mol⁻¹

Each line ends with the Löwdin charge.
Element x y z (Å)
W (-0.1379, 0.8452, -0.0804)  1.138
Cl (1.0037, 2.2773, 1.3367)  0.072
P (-1.2112, -0.8934, -1.6347)  1.031
C (0.4918, -1.8269, 0.4781)  -0.244
H (0.5493, -2.8700, 0.8938)  0.073
H (-0.2457, -1.6151, 1.3141)  0.057
C (-1.9321, 0.5068, -2.6179)  -0.470
C (-2.6299, -1.8559, -0.8324)  -0.392
C (-2.5553, 0.1926, -4.0036)  -0.201
H (-2.7545, 0.8674, -1.9806)  0.087
C (-3.2432, 1.4492, -4.5448)  -0.195
H (-1.7664, -0.1248, -4.6990)  0.098
H (-3.2852, -0.6269, -3.9319)  0.095
C (-2.3099, 2.6664, -4.5955)  -0.194
H (-3.6338, 1.2400, -5.5483)  0.111
H (-4.1074, 1.6825, -3.9081)  0.116
C (-1.5504, 2.8930, -3.2852)  -0.183
H (-1.5878, 2.5320, -5.4108)  0.115
H (-2.8953, 3.5625, -4.8419)  0.113
C (-0.8817, 1.6088, -2.7398)  -0.248
H (-0.7882, 3.6698, -3.4239)  0.116
H (-2.2446, 3.2765, -2.5271)  0.108
H (-0.1026, 1.2880, -3.4464)  0.122
H (-0.3698, 1.8888, -1.7497)  0.022
C (-0.5146, -2.1551, -2.8957)  -0.359
C (-2.2423, -3.3018, -0.4721)  -0.211
H (-2.7577, -1.2971, 0.1129)  0.097
C (-3.3186, -3.9458, 0.4067)  -0.192
H (-2.1228, -3.9057, -1.3833)  0.100
H (-1.2734, -3.3258, 0.0381)  0.074
C (-4.7079, -3.8888, -0.2386)  -0.201
H (-3.0437, -4.9894, 0.6073)  0.112
H (-3.3434, -3.4258, 1.3736)  0.115
C (-5.0795, -2.4905, -0.7526)  -0.192
H (-4.7518, -4.6046, -1.0705)  0.112
H (-5.4604, -4.2145, 0.4902)  0.107
C (-3.9742, -1.8145, -1.5761)  -0.204
H (-5.9900, -2.5532, -1.3612)  0.110
H (-5.3172, -1.8459, 0.1051)  0.115
H (-3.8807, -2.3255, -2.5472)  0.097
H (-4.2725, -0.7791, -1.7975)  0.105
C (0.5411, -1.5616, -3.8359)  -0.208
H (-0.0188, -2.8679, -2.2099)  0.107
C (1.2580, -2.6509, -4.6455)  -0.189
H (0.0632, -0.8486, -4.5268)  0.103
H (1.2979, -1.0074, -3.2839)  0.073
C (0.2916, -3.5358, -5.4363)  -0.203
H (1.9734, -2.1743, -5.3272)  0.113
H (1.8382, -3.2772, -3.9532)  0.117
C (-0.8645, -4.0444, -4.5672)  -0.187
H (-0.1090, -2.9670, -6.2864)  0.113
H (0.8369, -4.3876, -5.8584)  0.108
C (-1.5382, -2.9369, -3.7419)  -0.203
H (-1.6195, -4.5249, -5.2020)  0.112
H (-0.4867, -4.8168, -3.8828)  0.117
H (-2.0447, -2.2419, -4.4264)  0.098
H (-2.3235, -3.3868, -3.1238)  0.078
C (1.7541, 0.1130, -0.9726)  -0.311
C (1.6770, -1.6229, -0.1295)  -0.389
H (1.7142, -0.1764, -2.0032)  -0.009
C (2.9760, -1.8198, 0.7043)  -0.169
H (1.6765, -2.3095, -0.9477)  0.090
C (3.5575, -0.5287, 1.3126)  -0.228
H (2.8401, -2.5438, 1.5512)  0.116
H (3.7644, -2.2469, 0.0630)  0.109
C (4.0786, 0.4695, 0.2745)  -0.219
H (2.8478, -0.0535, 1.9641)  0.073
H (4.4171, -0.7971, 1.9837)  0.116
C (3.0385, 0.9008, -0.7961)  -0.309
H (4.5026, 1.3532, 0.7900)  0.106
H (4.9607, 0.0163, -0.2002)  0.099
H (2.9135, 2.0025, -0.6756)  0.063
H (3.6355, 0.8759, -1.7378)  0.100
F (-4.9412, 2.5070, 3.3877)  0.031
C (-3.9334, 1.9812, 2.6266)  -0.259
C (-3.8385, 2.3604, 1.3163)  -0.032
C (-2.7795, 1.9046, 0.5445)  -0.127
C (-1.8533, 1.0126, 1.1838)  -0.401
C (-1.9729, 0.5921, 2.5099)  -0.129
C (-3.0350, 1.0956, 3.2824)  0.012
H (-4.5690, 3.0494, 0.8405)  0.131
H (-2.5962, 2.1955, -0.4751)  0.054
H (-1.2346, -0.0855, 2.9457)  0.093
H (-3.1529, 0.8338, 4.3162)  0.107

***

3.
# C31H49ClGaP2

A molecular structure, C31H49ClGaP2 (the ωB97M-V functional and the def2-TZVPD basis, OMol25).

Calculated values
Total energy = -116410.237 eV
Net charge = +1
Highest occupied orbital energy (spin up / spin down) = -9.40 / -8.83 eV
Lowest unoccupied orbital energy (spin up / spin down) = -2.86 / -3.36 eV
Frontier orbital gap (spin up / spin down) = 0.240 / 0.201 hartree
M = 588.86 g mol⁻¹

Each line ends with the Löwdin charge.
Element x y z (Å)
Ga (-0.9928, -0.0001, 0.9645)  0.447
C (1.7820, 1.6911, 3.1136)  -0.237
C (1.9375, 2.6465, 2.0753)  -0.194
C (-0.1663, 2.8995, 2.9583)  -0.220
C (0.4928, 1.8674, 3.6779)  -0.217
C (0.7334, 3.3947, 1.9760)  -0.230
C (2.8042, 0.7191, 3.5565)  -0.060
H (3.6012, 0.6201, 2.8089)  0.061
H (2.3647, -0.2758, 3.7202)  0.074
H (3.2792, 1.0329, 4.5000)  0.093
C (-0.0277, 1.2164, 4.8950)  -0.020
H (0.4762, 0.2623, 5.0861)  0.082
H (-1.1078, 1.0315, 4.8338)  0.060
H (0.1303, 1.8611, 5.7766)  0.106
C (-1.5172, 3.4031, 3.2719)  -0.024
H (-1.4989, 3.9820, 4.2096)  0.104
H (-2.2383, 2.5824, 3.4098)  0.064
H (-1.8990, 4.0558, 2.4785)  0.079
C (0.5068, 4.5471, 1.0779)  -0.063
H (0.6215, 5.5126, 1.5995)  0.095
H (-0.5042, 4.5277, 0.6507)  0.063
H (1.2263, 4.5391, 0.2501)  0.066
C (3.1661, 2.8682, 1.2795)  -0.029
H (3.8043, 3.6590, 1.7177)  0.109
H (2.9216, 3.1718, 0.2501)  0.073
H (3.7667, 1.9485, 1.2232)  0.068
C (1.7574, -3.9418, -2.8104)  -0.130
C (3.0159, -3.5421, -2.5747)  -0.117
C (4.0042, -3.1959, -3.6475)  -0.178
C (3.4656, -2.3609, -4.8453)  -0.186
C (2.4257, -1.3424, -4.4998)  -0.106
C (1.1021, -1.5357, -4.5419)  -0.153
C (0.3981, -2.8467, -4.7110)  -0.173
C (1.1398, -4.1010, -4.1654)  -0.175
H (4.4629, -4.1083, -4.0676)  0.125
H (3.1147, -3.0414, -5.6331)  0.108
H (4.8307, -2.6344, -3.1889)  0.108
H (1.8755, -4.4328, -4.9093)  0.107
H (1.1274, -4.2856, -1.9841)  0.084
H (3.4268, -3.5639, -1.5601)  0.102
H (0.3876, -4.9060, -4.0925)  0.119
H (-0.5803, -2.7788, -4.2085)  0.100
H (0.4380, -0.6669, -4.4925)  0.088
H (0.1676, -3.0209, -5.7753)  0.126
H (4.3286, -1.8173, -5.2650)  0.117
H (2.8260, -0.3512, -4.2606)  0.111
P (0.5000, -1.3935, -0.0583)  0.778
P (-1.3243, 1.0518, -1.0912)  0.768
C (-0.1222, -1.4349, -1.7736)  -0.370
C (-1.1669, -0.3744, -2.2322)  -0.352
H (-0.5095, -2.4468, -1.9627)  0.090
H (0.7966, -1.3526, -2.3695)  0.048
H (-0.8820, 0.0228, -3.2199)  0.070
H (-2.1570, -0.8438, -2.3455)  0.083
C (-2.8357, 1.9921, -1.3601)  -0.224
H (-2.6462, 3.0275, -1.0443)  0.060
H (-3.6653, 1.5817, -0.7746)  0.023
H (-3.0998, 1.9861, -2.4265)  0.070
C (-0.0042, 2.1973, -1.5993)  -0.208
H (-0.0117, 2.3076, -2.6966)  0.070
H (0.9888, 1.8556, -1.2765)  0.037
H (-0.2053, 3.1781, -1.1455)  0.034
C (0.5920, -3.0670, 0.6319)  -0.209
H (1.1573, -3.0178, 1.5763)  0.067
H (1.1061, -3.7511, -0.0632)  0.035
H (-0.4148, -3.4526, 0.8562)  0.061
C (2.1922, -0.7395, -0.0781)  -0.207
H (2.2016, 0.3265, -0.3374)  0.034
H (2.8213, -1.2883, -0.7959)  0.047
H (2.6142, -0.8438, 0.9323)  0.054
Cl (-4.4192, -1.0773, -0.2123)  0.719
C (-4.7145, -0.3952, 1.3463)  -0.621
C (-5.9710, 0.1512, 1.6014)  -0.102
C (-6.2066, 0.8218, 2.8085)  -0.075
C (-5.1773, 0.9231, 3.7460)  -0.075
C (-3.9421, 0.3160, 3.5209)  -0.055
C (-3.6916, -0.3741, 2.3187)  -0.333
C (-2.3819, -1.0617, 2.0765)  -0.260
H (-6.7544, 0.0733, 0.8516)  0.106
H (-7.1843, 1.2676, 2.9992)  0.111
H (-5.3397, 1.4820, 4.6665)  0.110
H (-3.1652, 0.3140, 4.2938)  0.103
H (-1.8405, -1.2657, 3.0125)  0.058
H (-2.5136, -1.9860, 1.4971)  0.030

***

> Which formula does entry 1 have?

C31H47NO2P2S2Ti

***

> What is the total energy in the first record?

-101853.307 eV